P) DFT (the ωB97M-V functional and the def2-TZVPD basis) results for a cluster of 2 separate species, C3H7NO2S in total.

The value obtained for the gap between HOMO and LUMO is 0.3451 hartree. The spin multiplicity is 1. As for the LUMO energy: 0.62 eV.

Last columns: bonded neighbours and bond lengths (Å).
CARTESIAN COORDINATES (ANGSTROEM)
1 H 0.13 -1.18 1.77  C3 1.061
2 H -2.38 2.28 0.45  O9 0.983
3 C -0.07 -1.27 0.73  H1 1.061, H5 1.068, S10 1.910, C12 1.515
4 H 1.99 -0.54 0.65  C12 1.134
5 H -0.01 -2.30 0.49  C3 1.068
6 O -2.53 -0.91 -0.72  S10 1.483
7 N 0.40 0.94 0.38  H8 0.990, C11 1.411, C12 1.432
8 H 0.92 1.78 0.39  N7 0.990
9 O -1.44 2.24 0.19  H2 0.983, C11 1.348
10 S -1.81 -0.50 0.51  C3 1.910, O6 1.483, C11 1.863
11 C -0.93 1.03 -0.08  N7 1.411, O9 1.348, S10 1.863
12 C 0.98 -0.35 0.16  C3 1.515, H4 1.134, N7 1.432, H13 1.049
13 H 1.12 -0.61 -0.85  C12 1.049
14 H -1.14 0.69 -1.72  no bonds


Q) DFT (the ωB97M-V functional and the def2-TZVPD basis) results for the molecule C3H7NO2S.

The value obtained for the gap between HOMO and LUMO is 0.3823 hartree. The spin multiplicity is 1. As for the SMILES: CCOC(=O)NS. As for the LUMO energy: 0.64 eV.

Last columns: bonded neighbours and bond lengths (Å).
CARTESIAN COORDINATES (ANGSTROEM)
1 N 2.13 -0.56 0.08  S4 1.688, H8 1.026, C14 1.370
2 C -1.33 -0.41 -0.53  H3 1.140, H7 1.140, C11 1.552, O13 1.403
3 H -1.21 -0.04 -1.61  C2 1.140
4 S 3.62 0.22 -0.11  N1 1.688, H6 1.356
5 H -2.32 0.15 1.37  C11 1.078
6 H 4.03 0.17 1.18  S4 1.356
7 H -1.86 -1.41 -0.68  C2 1.140
8 H 2.14 -1.58 0.02  N1 1.026
9 H -3.11 0.86 -0.08  C11 1.098
10 O 0.76 1.28 -0.37  C14 1.225
11 C -2.16 0.54 0.37  C2 1.552, H5 1.078, H9 1.098, H12 1.089
12 H -1.53 1.42 0.44  C11 1.089
13 O -0.09 -0.74 0.04  C2 1.403, C14 1.344
14 C 0.95 0.10 -0.12  N1 1.370, O10 1.225, O13 1.344


R) DFT (the ωB97M-V functional and the def2-TZVPD basis) results for the molecule C3H7NO2S.

The value obtained for the gap between HOMO and LUMO is 0.3571 hartree. The spin multiplicity is 1. As for the SMILES: N[C@@H](CS)C(=O)O. As for the LUMO energy: 0.52 eV.

Last columns: bonded neighbours and bond lengths (Å).
CARTESIAN COORDINATES (ANGSTROEM)
1 H 1.82 1.64 -0.02  N11 1.011
2 C -0.45 0.85 1.28  O5 1.388, C7 1.533, O12 1.192
3 H -1.31 2.44 1.80  O5 0.969
4 H -0.02 -1.54 0.43  C10 1.096
5 O -1.59 1.63 1.34  C2 1.388, H3 0.969
6 H 2.03 0.05 0.02  N11 1.013
7 C 0.01 0.53 -0.15  C2 1.533, H8 1.091, C10 1.533, N11 1.447
8 H -0.41 1.10 -0.98  C7 1.091
9 H -1.44 -1.02 -0.32  C10 1.086
10 C -0.36 -0.94 -0.42  H4 1.096, C7 1.533, H9 1.086, S13 1.795
11 N 1.42 0.77 -0.34  H1 1.011, H6 1.013, C7 1.447
12 O 0.25 0.72 2.24  C2 1.192
13 S 0.38 -1.67 -1.88  C10 1.795, H14 1.336
14 H -0.74 -1.97 -2.56  S13 1.336


S) DFT (the ωB97M-V functional and the def2-TZVPD basis) results for a cluster of 2 separate species, C3H7NO2S in total.

The value obtained for the gap between HOMO and LUMO is 0.2899 hartree. The spin multiplicity is 1. As for the LUMO energy: 0.16 eV.

Last columns: bonded neighbours and bond lengths (Å).
CARTESIAN COORDINATES (ANGSTROEM)
1 H -3.26 -0.42 -0.82  C10 1.061
2 H -3.64 -0.94 0.82  C10 1.051
3 S 4.77 -0.73 0.01  O5 1.921
4 N 1.17 0.92 0.70  C6 1.116
5 O 3.97 1.01 0.12  S3 1.921, H7 1.037, H14 1.066
6 C 0.27 0.52 0.19  N4 1.116, C12 1.494
7 H 3.10 1.03 0.69  O5 1.037
8 O -1.83 -0.39 0.53  C10 1.410, C12 1.435
9 H -0.86 -0.60 -1.35  C12 1.062
10 C -2.98 -1.02 0.01  H1 1.061, H2 1.051, O8 1.410, H13 1.081
11 H -1.42 1.01 -0.81  C12 1.093
12 C -0.97 0.06 -0.52  C6 1.494, O8 1.435, H9 1.062, H11 1.093
13 H -2.93 -2.06 -0.30  C10 1.081
14 H 4.61 1.61 0.72  O5 1.066


The least stable of them is S).


P) DFT (the ωB97M-V functional and the def2-TZVPD basis) results for the molecule C3H7NO2S.

The value obtained for the gap between HOMO and LUMO is 0.3319 hartree. The spin multiplicity is 1. As for the SMILES: CO/C(CO)=N/S. As for the LUMO energy: 0.53 eV.

Last columns: bonded neighbours and bond lengths (Å).
CARTESIAN COORDINATES (ANGSTROEM)
1 H 2.44 -0.77 1.16  C4 1.252
2 H 3.69 -0.05 -0.56  C4 1.288
3 H 2.14 -1.50 -0.54  C4 1.314
4 C 2.57 -0.37 -0.02  H1 1.252, H2 1.288, H3 1.314, O11 1.515
5 H -1.02 0.83 1.46  C9 1.083
6 O -1.68 1.60 -0.36  H7 0.987, C9 1.464
7 H -1.24 2.19 -1.03  O6 0.987
8 S -1.28 -1.49 -0.04  H12 1.325, N13 1.713
9 C -0.59 1.28 0.57  H5 1.083, O6 1.464, C10 1.480, H14 1.180
10 C 0.42 0.39 -0.03  C9 1.480, O11 1.317, N13 1.256
11 O 1.65 0.82 -0.19  C4 1.515, C10 1.317
12 H -1.85 -0.31 0.13  S8 1.325
13 N 0.31 -0.86 0.06  S8 1.713, C10 1.256
14 H -0.07 2.29 0.89  C9 1.180


Q) DFT (the ωB97M-V functional and the def2-TZVPD basis) results for the molecule C3H7NO2S.

The value obtained for the gap between HOMO and LUMO is 0.3666 hartree. The spin multiplicity is 1. As for the SMILES: N[C@H](CS)C(=O)O. As for the LUMO energy: 0.69 eV.

Last columns: bonded neighbours and bond lengths (Å).
CARTESIAN COORDINATES (ANGSTROEM)
1 S -0.61 2.19 1.21  H9 1.350, C14 1.792
2 H 1.33 0.90 0.41  C14 1.088
3 C -0.44 -0.17 -0.23  H5 1.086, N11 1.444, C13 1.531, C14 1.562
4 O -0.37 -2.39 0.56  H8 0.955, C13 1.354
5 H -1.48 -0.21 0.09  C3 1.086
6 H -1.26 1.00 -1.67  N11 1.010
7 H 0.35 0.72 -1.99  N11 1.013
8 H 0.23 -3.10 0.78  O4 0.955
9 H 0.28 3.13 0.84  S1 1.350
10 O 1.35 -1.74 -0.74  C13 1.197
11 N -0.49 0.35 -1.58  C3 1.444, H6 1.010, H7 1.013
12 H 0.47 0.11 1.71  C14 1.093
13 C 0.30 -1.51 -0.21  C3 1.531, O4 1.354, O10 1.197
14 C 0.33 0.72 0.80  S1 1.792, H2 1.088, C3 1.562, H12 1.093


The least stable of them is P).


P) DFT (the ωB97M-V functional and the def2-TZVPD basis) results for the molecule C4H6F2N2.

The value obtained for the gap between HOMO and LUMO is 0.3316 hartree. The spin multiplicity is 1. As for the SMILES: N/N=C\C=C\C(F)F. As for the LUMO energy: -0.14 eV.

Last columns: bonded neighbours and bond lengths (Å).
CARTESIAN COORDINATES (ANGSTROEM)
1 C -0.57 -0.21 -0.22  C2 1.373, C5 1.387, H14 1.150
2 C 0.71 -0.56 0.12  C1 1.373, H7 1.029, C11 1.461
3 F 2.78 -0.57 -0.65  C11 1.312
4 H -2.50 1.51 -0.09  N13 0.978
5 C -1.69 -0.75 0.40  C1 1.387, H8 1.142, N9 1.286
6 F 2.29 0.96 0.88  C11 1.425
7 H 0.94 -1.27 0.83  C2 1.029
8 H -1.35 -1.77 0.80  C5 1.142
9 N -2.92 -0.39 0.36  C5 1.286, N13 1.467
10 H -4.06 1.05 -0.52  N13 1.065
11 C 1.84 0.27 -0.28  C2 1.461, F3 1.312, F6 1.425, H12 1.059
12 H 1.63 0.93 -1.09  C11 1.059
13 N -3.02 0.80 -0.50  H4 0.978, N9 1.467, H10 1.065
14 H -0.45 0.61 -1.02  C1 1.150


Q) DFT (the ωB97M-V functional and the def2-TZVPD basis) results for the molecule C4H6F2N2.

The value obtained for the gap between HOMO and LUMO is 0.3586 hartree. The spin multiplicity is 1. As for the SMILES: [H]/N=C/N/C=C(/F)CF. As for the LUMO energy: 0.72 eV.

Last columns: bonded neighbours and bond lengths (Å).
CARTESIAN COORDINATES (ANGSTROEM)
1 F 2.74 -0.37 -0.55  C7 1.314
2 N -0.70 -1.31 0.32  C9 1.454, H10 1.121, C11 1.448
3 H 1.30 -2.31 0.12  C9 1.129
4 H 0.32 1.66 -0.91  C14 1.115
5 F 0.55 1.41 1.12  C14 1.373
6 H 1.84 1.89 -0.15  C14 1.074
7 C 1.48 -0.28 -0.21  F1 1.314, C9 1.412, C14 1.561
8 N -1.60 0.57 -1.03  C11 1.297, H13 1.081
9 C 0.76 -1.35 0.36  N2 1.454, H3 1.129, C7 1.412
10 H -1.07 -1.44 1.37  N2 1.121
11 C -1.62 -0.25 -0.03  N2 1.448, N8 1.297, H12 1.140
12 H -2.41 -0.41 0.78  C11 1.140
13 H -2.61 0.97 -1.04  N8 1.081
14 C 1.01 1.21 -0.16  H4 1.115, F5 1.373, H6 1.074, C7 1.561


The least stable of them is Q).